Record 1
Formula: C33H60BN11O8P2Sr
Source: the OMol25 dataset
Level of theory: ωB97M-V/def2-TZVPD

CARTESIAN COORDINATES (ANGSTROEM)
Sr 0.15859 0.05984 0.42750
P -0.22112 3.94287 -1.33230
P -2.91074 0.37217 -0.05219
O -0.65156 5.41616 -0.79438
O -2.64277 -0.98919 0.78367
O -2.93992 -0.28896 -1.53775
O -0.37992 3.02865 1.27992
O -0.27835 4.36110 -2.94416
O -4.49587 0.66957 0.08184
O 3.15457 0.85727 3.07267
O -1.63230 3.15092 -1.36954
N 2.88357 -1.60292 1.23825
N 0.04213 -0.82392 2.74812
N 0.23354 -2.60395 0.05694
N 1.13148 -0.45566 -3.84329
N 0.51891 0.40456 -2.99518
N 1.04704 -0.04220 -5.05051
N 2.51376 -0.69112 0.30152
N 1.38094 1.71832 1.86344
N 1.05395 -1.65771 3.08270
N 0.92146 -3.20682 1.06483
N 0.36866 1.11475 -5.01890
C 3.57412 0.90154 -1.24515
C -2.89107 3.82598 -1.34294
C 3.62850 -0.16483 -0.18984
C -1.55109 0.68739 3.85103
C 0.82342 5.13406 -3.40639
C -0.19947 -3.37420 -3.07428
C -4.91230 1.38230 1.25529
C 2.43403 3.13050 3.49468
C 0.73119 -4.53166 1.02448
C -3.35176 0.46642 -2.67482
C -1.99187 0.47184 -6.56724
C 0.05153 1.37173 -3.74986
C -0.42771 -0.30796 3.87877
C 0.67707 2.85214 1.91896
C -1.27392 1.85751 4.79245
C -3.48254 -2.14978 0.62032
C 1.21726 -1.65969 4.41027
C -0.37314 -3.58019 -0.61654
C -0.19078 5.98648 0.42982
C 4.36122 0.49012 -2.48726
C -1.14812 -3.31153 -1.87532
C 0.08933 1.85861 -6.24224
C 1.29269 3.89426 2.83952
C 0.28665 -0.81038 4.97403
C 2.40178 1.76526 2.80578
C -1.39324 1.87376 -6.62164
C 4.21963 -1.64298 1.32014
C -2.29341 -4.30361 -2.06555
C 4.07446 2.23471 -0.68740
C -0.10256 -4.82626 -0.03229
C -2.88035 0.01345 4.19662
C -2.19957 2.86198 -5.78432
C 4.74898 -0.74741 0.41725
B 1.87877 -2.47688 2.04385
H -1.61576 1.08406 2.83102
H -2.20199 2.59135 -4.72640
H -4.35321 0.87202 -2.52366
H -2.83652 -3.01905 0.72003
H 2.52450 1.01649 -1.53239
H 0.94299 6.04603 -2.81767
H 1.20247 -5.16939 1.75375
H -3.61557 3.18518 -1.84299
H 4.70171 -2.30393 2.02104
H 0.62139 5.41553 -4.43861
H 1.75489 4.56014 -3.36671
H 3.48691 2.53805 0.18005
H -4.23432 -2.15038 1.40894
H -1.80360 3.87578 -5.86452
H -1.56371 -2.30247 -1.80379
H 4.00207 -0.45953 -2.88424
H -0.45078 -5.79624 -0.34192
H -0.72968 -3.15805 -4.00592
H 2.50449 -3.30194 2.65538
H -1.98805 2.66669 4.62797
H 3.41393 3.58057 3.33678
H 0.47263 2.87221 -6.11452
H -3.70537 0.72828 4.14162
H 0.54066 4.27873 3.52913
H 5.42211 0.38173 -2.24969
H -0.71554 6.93285 0.54574
H 0.67515 1.36567 -7.01577
H -0.26825 2.25334 4.64512
H -0.44645 2.26680 -3.42090
H -3.23858 2.88206 -6.11637
H -5.84826 1.88218 1.01965
H -2.84946 -0.38605 5.21253
H -0.41268 5.33092 1.26707
H -4.16619 2.12548 1.54962
H 0.88326 6.18205 0.38333
H 5.78958 -0.53913 0.23681
H -3.36719 -0.22008 -3.51865
H 2.31109 2.98299 4.56788
H 4.26904 1.24557 -3.27177
H -2.89142 -4.02912 -2.93696
H -1.35470 1.53965 5.83480
H -1.41597 2.21623 -7.66108
H -2.84107 4.78600 -1.85445
H -2.04427 0.10947 -5.53803
H 0.15511 -0.58389 6.01810
H 4.00426 3.02232 -1.44245
H -3.96182 -2.15083 -0.35621
H -1.39973 -0.24425 -7.13912
H 0.22990 -4.37615 -3.15323
H -5.06629 0.68713 2.08012
H 1.64288 4.73052 2.23275
H -2.64827 1.27744 -2.87195
H -3.00403 0.47435 -6.97238
H -1.90656 -5.31012 -2.23971
H -3.19599 3.98149 -0.30717
H 5.11895 2.15240 -0.37854
H -2.95451 -4.34575 -1.19946
H 0.61594 -2.66208 -2.97856
H -3.08515 -0.81145 3.51297
H 1.98854 -2.26088 4.86210

Values from the calculation:
Max |F|, eV/A: 0.794
E_LUMO, eV: 0.406
E_tot, Ha: -3236.2817
Spin multiplicity: 1
Relative energy (zero: lowest compared OMol25 entry of this formula, charge and spin), eV: 1.668
Charge: 0

Atomic partial charges in e from the Löwdin method, atoms 1 to 5:
1. Sr 1.32
2. P 0.87
3. P 0.77
4. O -0.34
5. O -0.40

Record 2
Formula: C4H6Cl2O
Source: the OMol25 dataset
Level of theory: ωB97M-V/def2-TZVPD

CARTESIAN COORDINATES (ANGSTROEM)
Cl 1.00827 -1.95088 0.41856
Cl 2.41830 1.16841 0.53476
O -0.56710 -0.38527 -1.21716
C 0.62490 -0.56959 -0.51237
C 1.88826 0.28633 -0.84400
C -1.80283 -0.25274 0.99225
C -0.96931 0.45980 -0.06424
H -1.97468 -1.26634 0.84450
H -1.34415 -0.06865 2.01638
H 1.49247 0.95605 -1.75072
H -2.70422 0.30805 0.94881
H 2.83619 -0.18305 -1.19561
H -0.90610 1.49788 -0.17117

Values from the calculation:
Max |F|, eV/A: 7.044
E_LUMO, eV: 0.727
E_tot, Ha: -1151.5091
Spin multiplicity: 1
Relative energy (zero: lowest compared OMol25 entry of this formula, charge and spin), eV: 3.260
Charge: 0

Atomic partial charges in e from the natural (NBO) method, atoms 1 to 5:
1. Cl 0.02
2. Cl -0.01
3. O -0.51
4. C 0.18
5. C -0.48